ORCA calculation (wB97M-V/def2-TZVPD) on a cluster of 2 separate species, C5H12N3 in total.

Properties
**Strongest force on any atom**: 3.1 eV/Å
**Net charge**: +1
**Energy relative to the best compared isomer or geometry (same formula, charge and spin)**: 3.199 eV

```
20
Properties=species:S:1:pos:R:3:forces:R:3
N 1.73381 -0.51290 -1.00799 -1.78 -1.28 1.31
N -1.53014 1.70862 -0.31523 -0.48 -0.05 -0.28
N 1.38844 0.28825 -0.05017 -1.35 -1.22 -2.46
C 0.77151 -1.59347 -0.97461 1.04 -1.03 -2.07
C -0.17682 -1.40053 -0.03209 0.73 2.31 1.62
C 0.15465 -0.06747 0.55934 1.05 -2.03 1.35
C -1.42868 -2.09343 0.34850 -0.05 -0.33 -1.45
C 2.18989 1.42030 0.31697 -0.15 1.62 0.82
H -2.25081 1.97416 0.33196 0.30 1.33 0.55
H -2.06412 1.51728 -1.11015 -1.27 -1.25 -1.72
H 0.79884 -2.52982 -1.69313 0.42 2.48 1.41
H -1.25262 -3.16203 0.38551 -0.10 -0.22 0.28
H -2.08861 -1.94929 -0.52816 -0.16 -0.10 0.54
H 2.77300 1.01834 1.17896 0.21 0.95 -0.75
H -1.91263 -1.72451 1.24824 0.19 0.00 0.01
H -0.80780 0.61568 0.31160 1.08 0.35 -0.66
H 1.50761 2.27341 0.70422 1.08 -1.51 -0.62
H 0.32960 0.04100 1.64492 -0.61 -0.32 -0.17
H 2.76715 1.80791 -0.56753 -0.33 -0.71 1.14
H -0.90224 2.36850 -0.75117 0.16 1.00 1.15
```
Positions in Å, forces in eV/Å.

ORCA calculation (wB97M-V/def2-TZVPD) on a cluster of 8 separate species, H16O8 in total.

Properties
**Strongest force on any atom**: 3.5 eV/Å
**Energy relative to the best compared isomer or geometry (same formula, charge and spin)**: 3.549 eV

```
24
Properties=species:S:1:pos:R:3:forces:R:3
O 1.91137 -2.97228 2.14845 -2.41 -0.26 -1.59
O 0.24316 0.37561 2.63593 -1.87 -1.23 -0.45
O -2.28200 -0.68203 -3.47472 0.10 1.39 0.94
O 0.20786 3.68207 2.70136 1.53 -2.81 -0.89
O 1.44718 0.15875 -0.04776 2.25 -0.53 0.07
O -2.78917 2.75932 0.92574 -0.64 -3.14 -0.10
O 1.40121 -2.38189 -4.45669 -1.88 2.55 1.46
O -0.88289 0.09837 -1.45655 1.25 1.45 1.53
H -2.31365 -1.62489 -3.41882 -0.15 -0.86 0.20
H -0.56396 -0.22306 2.77823 1.93 1.40 -0.02
H 0.81461 0.18894 0.64046 -1.61 0.15 1.31
H -3.22732 1.88596 1.20674 0.46 2.16 0.00
H -2.19884 -0.31657 -2.54475 -0.42 -0.71 -1.59
H 0.28514 3.32249 3.58773 -0.40 0.64 0.76
H -0.45827 -0.34254 -2.18233 0.28 -0.35 -0.64
H 0.64212 0.54642 3.48631 -0.03 -0.23 0.43
H -0.12727 0.63492 -1.07515 -1.30 -0.85 -0.62
H 0.61904 2.84106 2.28064 -1.16 2.21 0.12
H 1.43439 -2.98565 1.25252 1.29 0.07 1.99
H 1.05477 -1.69049 -3.78369 0.45 -1.45 -2.07
H 2.81191 -2.76127 1.98032 1.11 0.21 -0.42
H 2.05568 -2.75306 -3.90187 1.43 -1.11 0.59
H 2.21197 -0.09465 0.52127 -0.37 0.36 -1.05
H -2.29702 2.33444 0.19663 0.13 0.93 0.03
```
Positions in Å, forces in eV/Å.